No. 1
This record from OMol25 describes a molecular structure, C10H10N4Yb in a non-equilibrium geometry. The level of theory is ωB97M-V/def2-TZVPD.

Computed properties:
E_LUMO (alpha / beta)   2.939 / 2.940 eV
Strongest force on any atom   5.1 eV/Å
<S²>   0.751
ΔE to the lowest compared entry with this formula, charge and spin   0.00 kJ/mol

The geometry in ORCA input format:
```
! wB97M-V def2-TZVPD RIJCOSX def2/J DEFGRID3
* xyz -1 2
H -1.76994 1.62378 -1.71869
N 1.36599 1.39172 -0.55328
C -1.26921 -1.42574 -1.44457
C 0.02161 -0.20068 5.62659
C -1.19926 -2.08591 -0.17326
C 0.02456 0.46842 3.41813
C -1.02146 1.68260 -0.97370
C 0.39299 1.86010 -1.38767
C 0.18122 -2.38334 0.09330
H 1.79202 2.53048 -2.91018
H -2.03098 -2.27387 0.49561
C 0.75564 2.45525 -2.63442
N 0.03292 -1.02238 6.46817
C 0.95934 -1.90652 -1.01576
C 0.06054 -1.32144 -1.96511
Yb -0.04461 -0.07444 0.08872
H 0.34467 -0.81665 -2.88374
N 0.00900 0.72322 4.66731
H 2.04101 -1.95151 -1.10326
N 0.03532 0.26104 2.26589
H -1.26125 2.24405 -0.06781
H 2.32174 1.44543 -0.74600
H -2.17001 -1.04710 -1.91651
H -0.01978 2.87866 -3.25403
H 0.57133 -2.83340 1.00010
*
```

***

No. 2
This record from OMol25 describes 14 unconnected molecules or ions with the total composition C54H149N13O14 in a non-equilibrium geometry. The level of theory is ωB97M-V/def2-TZVPD.

Computed properties:
E_LUMO   0.574 eV
Strongest force on any atom   4.1 eV/Å
ΔE to the lowest compared entry with this formula, charge and spin   103.68 kJ/mol

The geometry in ORCA input format:
```
! wB97M-V def2-TZVPD RIJCOSX def2/J DEFGRID3
* xyz 0 1
H 3.93174 -0.92248 4.84709
H 1.68183 -5.99926 -1.38860
H 2.45940 4.69837 3.85787
H -4.36577 -3.78649 1.91050
C 4.02608 -1.34051 -0.77187
N -0.02598 3.98924 -4.02547
H -1.02554 -2.73505 -0.23316
H 1.88784 5.83507 -2.86999
H 4.32626 -1.41812 3.22820
H 5.25900 -4.38146 -0.05624
C -3.91962 -3.98631 0.95014
H -5.39303 -6.09074 0.29249
C 4.74953 0.82906 -4.79978
C 1.26130 3.73615 2.38582
H -2.46315 -0.46599 0.14836
H 0.47711 3.48151 3.15110
N 0.01457 -1.32802 6.28024
N 2.75136 2.54131 3.98879
C 1.00481 -7.96083 -1.30891
H -1.03271 -9.64820 -1.34160
H 4.01695 -2.58291 1.14366
C 2.57933 3.80388 3.21603
H -5.50407 0.32508 -4.10486
O 5.16161 -0.58633 -0.46476
H -3.67484 5.50759 -4.30985
C 1.25658 -1.60785 5.56284
H -3.67771 1.93649 -7.01587
H 1.86379 -2.72847 -5.95348
H 1.16851 -4.02205 2.06117
C -3.16423 6.44815 -4.31809
N 8.17463 0.42458 6.53953
H 3.77044 -7.90748 -0.54158
H -7.50087 5.52871 -0.55384
H -5.26162 4.26329 0.12912
C 8.43344 0.31141 4.05811
H -0.72587 -1.02418 5.65509
H -2.22265 4.64743 -2.75943
H -1.00978 5.24616 1.94199
H 6.17333 -2.88597 -0.09043
N 1.85546 -6.64434 0.65660
H 5.05251 0.62469 -5.85040
N -1.54838 -1.11168 -4.36584
O 2.54223 -4.37892 -3.10508
C -0.99462 0.22564 -4.21457
H -0.29811 -2.14344 6.77574
H -0.41898 4.35755 0.53716
H 5.64180 0.99664 -4.24437
H 2.45495 2.69691 4.96514
C -5.92359 -5.15696 0.30937
H -3.95095 5.82196 1.05752
H -7.67905 5.71020 -2.19992
H 1.06827 -0.69836 -4.10641
O 1.06652 4.96532 1.85925
C 1.83560 -4.05908 2.94074
H -3.48449 2.43902 4.97078
H 5.34454 -3.37496 -1.53852
C 0.88535 6.17098 -2.96819
C -4.95375 0.85948 -3.35984
O -1.82340 6.22277 -4.02441
H 0.05365 4.50471 -1.99579
H 2.85840 -4.35420 0.02723
H 3.23756 2.37606 -0.70749
H -2.92734 1.11648 -1.42507
H 0.65519 6.75468 -3.88113
H 0.85323 0.19424 2.05632
H -5.62619 4.64232 -2.82856
H 2.59038 -4.01373 -2.18221
C 4.02879 -2.65184 0.02956
H -2.19923 -8.48114 -0.78033
H -7.34059 0.14513 -0.46002
H -2.39482 2.36929 -0.29398
H 1.29034 -4.34788 -5.53043
H -4.21707 3.57846 -1.14180
H -1.02253 -1.84218 -4.75285
H -2.97538 4.24841 1.92018
H -1.20491 2.51468 5.48567
H 9.14175 0.74436 6.59177
H -1.23326 -0.29760 3.17365
H -5.32892 -0.78020 1.42982
H -4.05215 3.86776 3.19761
H 1.47242 2.14618 -1.00879
O 5.63671 0.07423 3.94002
H -1.75231 0.76303 1.19796
C -2.90900 -5.12680 1.06003
H 9.40895 0.75220 4.06836
H -2.50587 0.53649 5.62601
H 7.82360 0.46357 3.21123
H -7.78264 -2.23565 -0.26717
C 4.91739 0.28484 0.68067
H 1.20982 0.34933 0.36132
H 0.66474 6.85530 -2.13984
H -0.33809 4.37777 -4.93118
H -1.51711 0.77184 -3.43719
H -2.72064 -5.22263 3.23883
O -5.45975 0.69293 -2.04241
H -2.82942 -0.53501 3.52147
C -2.09381 1.70043 -1.10511
H -3.32672 2.55372 -5.34258
H 1.43774 -8.91811 -1.05076
H 4.61879 3.86502 2.93357
H -3.57774 7.30265 -0.06647
H 3.84937 4.75657 1.64078
H 3.08364 -2.48146 -3.85523
C -4.21864 6.46672 0.16944
O -0.28916 -7.79226 -0.70395
C -0.48305 -0.92134 0.76176
H -6.34789 -5.07243 1.30994
C -1.52607 0.09681 0.39347
C 4.36105 -0.52781 3.86883
H 4.00600 -6.18777 -0.90526
C -0.14854 5.13045 1.27449
H -3.47831 -6.06977 1.06406
C 5.29809 -3.38111 -0.43994
H -4.14677 2.85350 1.78016
H 3.54680 -7.30452 -2.22643
H -6.20050 -2.53130 0.03051
H -6.38783 6.67745 -1.60152
O -1.04771 0.78053 -0.77822
C -6.02577 4.47196 -1.79331
H 3.75178 2.40773 4.14324
H -6.18339 -1.23724 -2.32280
C 0.47539 0.15207 -3.75894
H -4.71565 -1.23623 -1.46340
H 1.85611 -3.13050 7.05500
H 0.99170 -7.91705 -2.44818
H -2.40061 -1.09619 -4.85289
H -2.42756 -5.32580 -0.98915
H 4.43531 -0.10684 -4.25903
H 1.60561 -1.20054 1.21219
H 3.08446 -2.77829 5.87778
H -0.30282 1.08928 5.80084
O -5.01913 -4.19242 0.04410
C 3.72545 3.93642 2.29802
C -2.07596 0.90462 4.71889
C -4.87784 4.45373 -0.84875
H -3.64880 7.10695 -3.59569
O -2.14937 1.05926 -6.27912
H 1.76891 -0.73166 5.22228
C 3.74990 1.97510 -4.52389
H 3.05123 0.94762 -2.71871
C -0.98076 1.05353 -5.52807
C -0.14331 5.02624 -2.94447
H -0.79792 2.05993 -5.18837
C 7.62001 0.73094 5.26056
C 2.29727 -2.39059 6.44458
C -1.56936 5.50889 -2.86081
H 3.88221 0.50378 0.92433
H -0.22937 1.84345 4.16792
N -6.94422 -1.85222 0.18654
H 6.49492 -1.03280 5.46612
H 1.00067 1.08524 -3.96990
H -1.31175 -5.76831 0.12898
C 6.28262 -0.03581 5.23249
O -2.54128 2.55645 3.02731
C -5.52584 0.03053 0.75118
H -0.73822 -1.56088 1.60217
C 2.08613 -3.62138 -5.38439
H 5.44057 -0.10509 1.57376
H 3.78260 3.94321 -4.21611
H 4.40325 2.10183 -2.44704
N 4.24777 3.32085 -4.87614
H 5.39225 1.23152 0.45740
H 2.98686 -3.98157 -5.94677
C -2.08382 -4.94265 2.35703
H 0.88882 3.63231 -4.07127
H 0.72154 -3.49954 5.02474
C -5.63885 -0.63723 -1.62397
C 2.29241 -3.23693 -3.93439
C -1.26382 -8.59224 -1.30988
H -0.18147 6.01752 0.64601
C 0.92713 -2.59259 4.43483
H 7.75802 1.03169 7.29455
C 2.33849 2.80773 -1.17960
H 0.86168 -6.72326 0.94904
H 3.63728 0.15255 3.43954
H -2.29311 3.06891 -6.62733
H 2.81761 1.79476 -5.04122
O 2.65183 2.95651 -2.55497
H -3.94837 0.47578 -3.42339
H 2.79736 -4.47781 2.58422
H 0.01866 -2.30675 3.87294
H -1.35864 -8.24728 -2.40247
H 2.50268 -7.25310 1.11971
N -0.39001 -1.97243 -0.35750
H -1.65461 6.12745 -1.95558
N -1.97913 -5.06134 -0.10883
H 1.33073 -4.74340 3.67887
H 3.84675 3.02558 1.68302
H 2.66870 -1.66943 7.21565
H 0.41229 -0.00752 -2.69584
H 4.15943 -1.63954 -1.81898
H -4.54587 0.33629 0.28982
H -4.06907 1.37225 3.66454
C -6.90688 5.66108 -1.49099
H -1.25758 -5.67037 2.39741
O -4.10458 5.63683 -0.95971
C -2.92536 2.26614 -6.31118
C 0.90107 -0.38378 1.14129
H -3.22874 6.91994 -5.26119
H -3.39580 -3.05816 0.60186
H -7.60112 3.12937 -2.18278
H 1.28128 3.04280 1.61268
H 5.63449 0.35697 6.01531
H 1.37704 -2.81420 -3.48146
N -1.93989 -0.36942 3.87831
H 8.59405 -0.75231 4.23148
H -0.53025 -1.50335 -1.18344
H 5.20936 3.44526 -4.79770
H -4.92908 1.89850 -3.61578
C -3.14207 1.83695 4.09537
H -0.18292 0.63052 -6.18023
H -1.58648 -3.94423 2.39870
O 2.00588 -2.80335 3.53063
C 3.44010 -7.08816 -1.14508
N 2.86079 -3.47562 -0.45640
H -6.67244 -5.14667 -0.48025
C -0.83511 1.61076 5.03908
H 1.97839 -2.94561 -0.25431
H 3.11417 -0.79560 -0.51680
H -6.26604 2.33172 -1.71982
C 1.96886 -6.83494 -0.81009
H 2.22908 3.82554 -0.77894
H -1.69864 2.28122 -1.95223
H 7.36723 1.78855 5.20961
H -5.92830 0.87952 1.28544
H -5.29899 6.75759 0.32863
N -6.74466 3.22145 -1.58267
C -6.47609 -0.53814 -0.31149
C 3.52186 1.90796 -2.96387
C -3.42979 3.39958 2.44338
*
```

***

No. 3
This record from OMol25 describes 2 unconnected molecules or ions with the total composition C2H9NS2 in a non-equilibrium geometry. The level of theory is ωB97M-V/def2-TZVPD.

Computed properties:
E_LUMO (alpha / beta)   -6.023 / -9.614 eV
Strongest force on any atom   1.5 eV/Å
<S²>   0.755
ΔE to the lowest compared entry with this formula, charge and spin   65.28 kJ/mol

The geometry in ORCA input format:
```
! wB97M-V def2-TZVPD RIJCOSX def2/J DEFGRID3
* xyz 1 2
N 2.47128 -1.17690 0.77039
H 2.90260 -3.16292 0.27857
C 1.08365 -3.06173 1.52849
H 0.61843 -2.22634 2.05303
H 1.67240 -0.55052 0.81725
C 2.02357 -2.54634 0.42764
H 0.25334 2.12725 -1.21375
H 0.29069 -3.64352 1.05789
S -0.48933 1.21652 -0.55306
H 2.99907 -0.76901 -0.00182
H 1.49925 -2.51300 -0.54147
S -2.29886 2.17335 -0.80723
H 1.67060 -3.61924 2.25645
H -2.64936 2.20815 0.51687
*
```

***

No. 4
This record from OMol25 describes C6H6F2 in the gas phase in a non-equilibrium geometry. The level of theory is ωB97M-V/def2-TZVPD.

Computed properties:
E_LUMO   0.987 eV
Strongest force on any atom   2.6 eV/Å
SMILES   FC1=CCC(F)=CC1
ΔE to the lowest compared entry with this formula, charge and spin   29.80 kJ/mol

The geometry in ORCA input format:
```
! wB97M-V def2-TZVPD RIJCOSX def2/J DEFGRID3
* xyz 0 1
H -1.30624 2.14277 0.08124
H 1.14657 1.82309 -0.84035
C -0.75843 1.19596 0.03702
C 1.39134 -0.11661 0.01499
C -0.78202 -1.27020 0.11579
H 1.07382 1.86158 0.92596
C 0.76000 -1.25393 -0.02042
H -1.20478 -1.92634 -0.64660
F -2.71716 0.01988 -0.27322
F 2.74355 -0.05034 -0.25321
H 1.31569 -2.11835 -0.19387
H -1.03995 -1.64100 1.10949
C 0.75516 1.28099 0.03723
C -1.37754 0.05249 -0.09406
*
```

***

No. 5
This record from OMol25 describes 2 unconnected molecules or ions with the total composition C5H12N3 in a non-equilibrium geometry. The level of theory is ωB97M-V/def2-TZVPD.

Computed properties:
E_LUMO   -3.482 eV
Strongest force on any atom   3.9 eV/Å
ΔE to the lowest compared entry with this formula, charge and spin   264.71 kJ/mol

The geometry in ORCA input format:
```
! wB97M-V def2-TZVPD RIJCOSX def2/J DEFGRID3
* xyz 1 1
H 2.92701 -0.81539 -1.74734
H 1.49607 -1.00527 -0.73096
H 0.72252 1.80286 0.66570
C -2.41538 -0.83492 -0.54882
H 0.41184 -1.72889 2.20195
N 0.42343 -0.96789 1.56038
H 0.97408 -0.18823 1.83386
H -0.77649 1.51976 1.68459
H 2.32526 0.63403 -1.34644
H -0.95537 2.45919 0.09437
H 0.16674 0.33268 -0.81691
C -0.60401 -0.81955 0.66544
H -2.19692 0.96874 -1.66810
C -1.84337 0.28664 -0.89240
H -3.27750 -1.41508 -0.81665
H 2.99609 -0.37547 -0.07518
N -0.63592 0.41830 -0.15248
C 2.32430 -0.35925 -0.94324
N -1.61009 -1.52661 0.38866
C -0.45228 1.61434 0.64357
*
```

***

What did the first record say?
This record from OMol25 describes a molecular structure, C10H10N4Yb in a non-equilibrium geometry. The level of theory is ωB97M-V/def2-TZVPD.

Computed properties:
E_LUMO (alpha / beta)   2.939 / 2.940 eV
Strongest force on any atom   5.1 eV/Å
<S²>   0.751
ΔE to the lowest compared entry with this formula, charge and spin   0.00 kJ/mol

The geometry in ORCA input format:
```
! wB97M-V def2-TZVPD RIJCOSX def2/J DEFGRID3
* xyz -1 2
H -1.76994 1.62378 -1.71869
N 1.36599 1.39172 -0.55328
C -1.26921 -1.42574 -1.44457
C 0.02161 -0.20068 5.62659
C -1.19926 -2.08591 -0.17326
C 0.02456 0.46842 3.41813
C -1.02146 1.68260 -0.97370
C 0.39299 1.86010 -1.38767
C 0.18122 -2.38334 0.09330
H 1.79202 2.53048 -2.91018
H -2.03098 -2.27387 0.49561
C 0.75564 2.45525 -2.63442
N 0.03292 -1.02238 6.46817
C 0.95934 -1.90652 -1.01576
C 0.06054 -1.32144 -1.96511
Yb -0.04461 -0.07444 0.08872
H 0.34467 -0.81665 -2.88374
N 0.00900 0.72322 4.66731
H 2.04101 -1.95151 -1.10326
N 0.03532 0.26104 2.26589
H -1.26125 2.24405 -0.06781
H 2.32174 1.44543 -0.74600
H -2.17001 -1.04710 -1.91651
H -0.01978 2.87866 -3.25403
H 0.57133 -2.83340 1.00010
*
```

***

- Which of these has the highest strongest force on any atom?
  C10H10N4Yb

***

- Among the records above, which one has the highest strongest force on any atom?
  C10H10N4Yb

***

- Which of these has the highest strongest force on any atom?
  C10H10N4Yb